No. 1
C45H54BrClN6O5SSbSiTi | ωB97M-V/def2-TZVPD

Geometry (Å):
Ti1 -0.67011 -0.15090 -1.05969
O1 -6.77555 0.06492 -1.24808
C1 -5.41069 0.08712 -1.08839
C2 -4.72135 1.24130 -0.75104
C3 -3.35345 1.12207 -0.78356
N1 -2.76256 -0.05050 -0.93909
C4 -3.44343 -1.17755 -1.12411
C5 -4.80994 -1.15318 -1.29560
C6 -2.52432 -2.36991 -1.17449
O2 -2.91055 -3.42997 -1.66027
O3 -1.26466 -2.00419 -0.82995
C7 -2.34155 2.20409 -0.51173
O4 -2.63502 3.39691 -0.37043
O5 -1.09571 1.69008 -0.45956
H1 -7.16106 0.94854 -1.05189
H2 -5.18693 2.17181 -0.51630
H3 -5.39758 -2.02940 -1.54903
N2 4.63206 -0.54469 0.89078
N3 3.45029 -0.68015 0.11749
N4 2.86151 -1.93225 -0.08079
C8 1.68283 -1.56343 -0.50758
N5 1.40850 -0.24911 -0.52199
N6 2.63146 0.29338 -0.27593
H4 5.06124 -1.50397 0.97998
H5 5.32138 -0.01537 0.32246
H6 0.88758 -2.26992 -0.70688
Cl1 8.30450 4.09812 -1.97559
C9 6.85852 3.27517 -1.38305
C10 6.38304 3.63064 -0.10920
C11 5.11046 3.14699 0.25022
C12 4.34109 2.33242 -0.62461
C13 3.00722 1.80134 -0.07990
C14 4.87029 2.02346 -1.87908
C15 6.14894 2.47802 -2.27662
H7 7.00631 4.25010 0.52497
H8 4.66253 3.45339 1.19454
H9 3.10090 1.94547 1.01214
H10 2.08695 2.34116 -0.39043
H11 4.35281 1.37287 -2.55980
H12 6.63204 2.26098 -3.25070
C16 -2.04112 3.17296 5.29611
C17 -1.82681 2.37648 4.02687
C18 -3.10151 2.40891 3.16536
C19 -0.71540 3.00445 3.16741
Si1 -1.30892 0.60448 4.54767
Br1 -1.17441 -0.45107 2.57953
C20 0.51009 0.37688 5.09641
C21 0.73452 1.26101 6.28609
C22 1.52681 0.74244 4.00340
C23 0.78137 -1.07467 5.42832
C24 -2.61651 -0.38375 5.64930
C25 -2.29004 -0.14256 7.12372
C26 -4.03683 0.09076 5.36888
C27 -2.49427 -1.88044 5.38485
H13 -2.24978 4.24435 5.10702
H14 -1.17442 3.14700 5.93596
H15 -2.89497 2.79176 5.85188
H16 -3.37700 3.46734 2.96551
H17 -3.96145 1.95518 3.65774
H18 -2.92321 1.83819 2.23085
H19 -1.17139 3.79030 2.56393
H20 -0.36909 2.34253 2.36636
H21 0.14881 3.40411 3.76329
H22 0.52789 2.28484 6.12675
H23 1.79762 1.27041 6.57300
H24 0.16675 0.98258 7.19741
H25 1.55191 1.82148 3.80852
H26 1.39525 0.16665 3.07851
H27 2.53019 0.51116 4.41494
H28 0.37185 -1.42291 6.37579
H29 1.84950 -1.30416 5.50719
H30 0.36219 -1.73050 4.65571
H31 -2.26452 0.89776 7.46176
H32 -1.31073 -0.57706 7.40440
H33 -3.05850 -0.57102 7.73564
H34 -4.19541 1.13127 5.74796
H35 -4.78176 -0.55880 5.86695
H36 -4.27864 0.07660 4.31031
H37 -1.47902 -2.30948 5.53399
H38 -2.70611 -2.10477 4.33803
H39 -3.16795 -2.42509 6.02621
S1 -0.08906 0.31401 -3.25744
Sb1 0.19657 -1.13996 -5.16571
C28 2.10811 -0.47995 -6.04993
C29 3.04709 -1.46908 -6.33567
C30 4.40770 -1.21852 -6.01736
C31 4.78458 0.02392 -5.52083
C32 3.83799 1.07503 -5.45832
C33 2.48447 0.81752 -5.68986
C34 0.66306 -2.88546 -4.08812
C35 2.00348 -3.05302 -3.73381
C36 2.46786 -4.29129 -3.27159
C37 1.55759 -5.36852 -3.14125
C38 0.22567 -5.16477 -3.45049
C39 -0.24814 -3.90550 -3.89496
C40 -1.95380 -1.16534 -5.81793
C41 -2.53899 -2.20531 -6.53668
C42 -3.94251 -2.30928 -6.58767
C43 -4.72019 -1.37303 -5.84120
C44 -4.12856 -0.25752 -5.24099
C45 -2.72978 -0.13181 -5.26505
H40 2.76070 -2.44808 -6.69743
H41 5.15016 -2.01682 -6.18102
H42 5.84792 0.23429 -5.31186
H43 4.22432 2.06653 -5.18859
H44 1.73141 1.56670 -5.58572
H45 2.65588 -2.17992 -3.71910
H46 3.53272 -4.46092 -2.99639
H47 1.94869 -6.41310 -2.99611
H48 -0.54613 -5.93290 -3.32514
H49 -1.32120 -3.73983 -4.02412
H50 -1.85891 -2.92777 -6.97664
H51 -4.40868 -3.15202 -7.12262
H52 -5.80319 -1.41500 -5.87310
H53 -4.72236 0.53441 -4.80784
H54 -2.24743 0.74093 -4.81621

## Properties
* LUMO energy (spin up / spin down): 1.94 / 2.03 eV
* HOMO-LUMO gap (spin up / spin down): 2.820 / 4.111 eV
* spin multiplicity: 3
* HOMO (spin up / spin down): -0.0323 / -0.0763 Ha
* ⟨S²⟩: 2.227
* total charge: -1
* calculated total energy: -7263.42304 Eh
* largest force on an atom: 0.1364 Eh/bohr



No. 2
C45H54N2O2PRh | ωB97M-V/def2-TZVPD

Geometry (Å):
Rh1 0.25190 -0.51920 0.54000
O1 -1.05950 -1.91940 -0.28940
C1 -2.23710 -1.63340 -0.90090
C2 -2.71560 -0.16850 -0.53230
C3 -1.88880 0.91460 -1.14040
C4 -2.33870 1.70300 -2.19120
C5 -1.52700 2.71780 -2.67480
C6 -0.28870 2.93120 -2.09150
C7 0.11020 2.11610 -1.04040
C8 1.42220 2.28850 -0.35950
C9 2.44980 1.16800 -0.79690
O2 2.13680 -0.05130 -0.28560
C10 3.84110 1.49330 -0.24830
C11 4.08630 2.39710 0.77650
C12 5.36300 2.54030 1.29690
C13 6.40510 1.77260 0.81080
C14 6.16710 0.85790 -0.20120
C15 4.89400 0.71710 -0.72030
C16 2.41800 1.20310 -2.32510
C17 3.11980 2.17000 -3.03100
C18 2.98970 2.25790 -4.40500
C19 2.15030 1.38830 -5.08360
C20 1.44420 0.42380 -4.38290
C21 1.58140 0.33240 -3.00980
N1 -0.68950 1.14290 -0.59380
C22 -3.33290 -2.58370 -0.37340
C23 -4.66060 -2.48380 -0.76620
C24 -5.62110 -3.32440 -0.23380
C25 -5.27000 -4.28960 0.69410
C26 -3.94490 -4.41150 1.07610
C27 -2.98660 -3.56670 0.54280
C28 -2.12430 -1.82450 -2.41480
C29 -1.09280 -2.62560 -2.89110
C30 -0.92700 -2.83500 -4.24740
C31 -1.79670 -2.24720 -5.14930
C32 -2.83600 -1.46190 -4.68400
C33 -3.00090 -1.25450 -3.32640
H1 -2.61370 -0.12110 0.55840
H2 -3.76070 -0.04660 -0.80210
H3 -3.31830 1.54350 -2.60790
H4 -1.86570 3.34450 -3.48370
H5 0.35380 3.72810 -2.42700
H6 1.28660 2.18020 0.71940
H7 1.85220 3.25630 -0.60770
H8 3.29420 3.00220 1.19060
H9 5.53930 3.24930 2.09470
H10 7.39510 1.87400 1.22930
H11 6.97140 0.24380 -0.57990
H12 4.69350 -0.01140 -1.49190
H13 3.77200 2.85180 -2.49980
H14 3.54430 3.00980 -4.94840
H15 2.05800 1.45770 -6.15720
H16 0.78490 -0.25740 -4.90320
H17 1.03620 -0.42050 -2.45270
H18 -4.96690 -1.75250 -1.49880
H19 -6.65060 -3.22480 -0.55000
H20 -6.02250 -4.94430 1.10600
H21 -3.65430 -5.16830 1.78910
H22 -1.95260 -3.65720 0.83370
H23 -0.41790 -3.07590 -2.17760
H24 -0.11570 -3.45550 -4.60130
H25 -1.66500 -2.39240 -6.21100
H26 -3.52200 -1.00080 -5.38040
H27 -3.82450 -0.64160 -2.99310
C34 -0.28730 2.11320 5.96140
C35 0.06220 1.89050 4.49630
C36 -0.87230 2.68210 3.57470
C37 1.47790 2.39410 4.22000
P1 0.02270 0.06010 3.91010
N2 0.00870 0.11900 2.35810
C38 -1.57510 -0.84040 4.52140
C39 -1.57890 -1.25140 5.98810
C40 -1.80250 -2.05420 3.61400
C41 -2.72140 0.13130 4.24780
C42 1.60840 -0.90810 4.42120
C43 1.31990 -2.36910 4.08250
C44 2.75540 -0.47660 3.50570
C45 1.98950 -0.76600 5.89020
H28 -0.16170 3.16880 6.20400
H29 0.36110 1.53580 6.61470
H30 -1.31930 1.85010 6.17440
H31 -0.55540 3.72380 3.53630
H32 -1.90450 2.66560 3.90850
H33 -0.82140 2.27270 2.56540
H34 1.50700 3.47950 4.31540
H35 1.77110 2.13130 3.20650
H36 2.19870 1.98530 4.92130
H37 -0.82820 -2.00900 6.19540
H38 -2.55080 -1.67710 6.23750
H39 -1.40350 -0.40060 6.63950
H40 -1.34470 -2.95670 4.00730
H41 -1.40540 -1.85810 2.61410
H42 -2.87000 -2.24920 3.51080
H43 -2.71830 0.97090 4.93460
H44 -3.67530 -0.38150 4.36120
H45 -2.65180 0.49600 3.22560
H46 0.95520 -2.43840 3.05490
H47 0.60020 -2.81370 4.76250
H48 2.24090 -2.94680 4.15170
H49 2.40090 -0.39030 2.47380
H50 3.53220 -1.23980 3.52460
H51 3.21280 0.46040 3.80370
H52 1.16660 -1.03880 6.54580
H53 2.30250 0.24770 6.12810
H54 2.82820 -1.42850 6.10660

## Properties
* LUMO energy (spin up / spin down): 0.53 / -1.21 eV
* HOMO-LUMO gap (spin up / spin down): 8.370 / 7.008 eV
* spin multiplicity: 5
* HOMO (spin up / spin down): -0.2880 / -0.3020 Ha
* ⟨S²⟩: 6.017
* calculated total energy: -2458.98236 Eh
* largest force on an atom: 0.0418 Eh/bohr



No. 3
C45H54O17 | ωB97M-V/def2-TZVPD

Geometry (Å):
O1 57.76600 6.06100 7.14500
C1 57.42200 7.37700 7.12900
C2 57.30100 8.22000 8.29700
C3 56.94400 9.54100 8.22000
C4 56.73400 10.19600 7.01200
O2 56.30100 11.53200 6.93400
C5 56.96000 9.38900 5.79100
C6 57.23600 8.02900 5.86200
H1 57.95800 5.70500 7.97100
H2 57.47400 7.77100 9.29300
H3 56.75300 9.89900 9.05300
H4 56.23000 11.78300 7.76900
H5 56.91900 9.87400 4.67800
H6 57.20700 7.66900 4.84700
O3 55.61500 9.52700 0.82600
C7 54.90200 10.01400 1.76300
C8 54.81600 9.31000 3.02400
C9 54.03500 9.76100 4.09200
C10 53.24600 10.91500 3.78300
O4 52.16400 11.27500 4.62100
C11 53.30500 11.47900 2.54200
C12 54.17900 11.07200 1.53300
H7 56.24300 8.91500 1.28200
H8 55.32800 8.44100 3.17500
H9 53.98800 9.12800 5.04700
H10 52.21700 10.63000 5.34700
H11 52.75300 12.41100 2.29200
H12 54.15300 11.52200 0.47000
O5 46.92100 11.96500 11.10000
C13 47.92600 12.06100 12.00300
C14 48.12300 13.24500 12.73700
C15 49.15700 13.37400 13.58300
C16 50.05600 12.33800 13.75000
O6 51.10900 12.40600 14.50500
C17 49.85000 11.12800 13.12700
C18 48.80100 11.00500 12.28800
H13 46.71100 11.11500 10.83600
H14 47.48800 14.28100 12.59700
H15 49.40100 14.30000 14.06800
H16 51.11100 12.94800 15.32800
H17 50.57300 10.38300 13.27600
H18 48.71900 10.09800 11.76000
O7 55.73900 9.98800 12.35900
C19 55.54900 8.62100 12.37000
C20 54.26400 8.11500 12.14100
C21 54.09800 6.74800 12.07200
C22 55.18800 5.86600 12.22100
O8 54.91600 4.44300 12.11100
C23 56.51600 6.35700 12.18500
C24 56.73100 7.74000 12.35300
H19 54.88400 10.48300 12.65000
H20 53.48300 8.90400 12.01500
H21 52.95100 6.38500 11.88500
H22 55.57900 3.97300 12.42400
H23 57.42500 5.58000 11.95200
H24 57.76600 8.18600 12.14300
O9 51.65600 12.37100 7.64100
C25 51.77900 11.13300 8.06100
C26 50.82000 10.42800 8.83200
C27 50.92300 9.17500 9.22600
C28 52.03500 8.48300 8.87300
O10 52.02900 7.14300 9.27200
C29 53.06200 9.00900 8.05900
C30 52.94500 10.26700 7.65200
H25 52.45400 12.83000 7.55700
H26 49.74200 10.95600 8.95200
H27 50.20700 8.62600 9.68400
H28 52.69200 6.54200 8.81100
H29 53.91400 8.45000 7.73100
H30 53.63900 10.81400 7.06600
O11 50.32900 15.21700 6.39600
C31 49.68000 15.74500 7.46100
C32 48.83600 15.12500 8.32200
C33 48.14600 15.72900 9.39000
C34 48.36800 17.02200 9.67100
O12 47.74300 17.65000 10.68000
C35 49.25000 17.78800 8.80100
C36 49.91600 17.17300 7.70100
H31 49.96500 14.32800 6.31800
H32 48.77000 14.10900 8.20400
H33 47.71800 15.08600 10.07000
H34 47.09600 17.30400 11.14800
H35 49.28600 18.80500 8.84500
H36 50.46300 17.67900 6.92100
O13 49.93700 2.23400 7.77400
C37 51.10600 2.82400 7.87600
C38 51.53800 2.87400 9.21500
C39 52.70400 3.55200 9.53000
C40 53.47000 4.33900 8.65900
O14 54.57600 4.99200 9.01900
C41 53.16500 4.09300 7.26800
C42 51.89200 3.36900 6.87100
H37 49.38400 2.69000 7.12700
H38 51.15800 2.27700 10.04600
H39 52.94800 3.54900 10.58700
H40 54.76200 4.76300 10.00800
H41 53.68200 4.35500 6.39400
H42 51.56800 3.53700 5.90000
C43 46.81000 8.70200 8.64700
O15 47.07300 10.09000 8.93200
H43 47.38900 8.53500 7.72100
H44 45.79700 8.50700 8.48800
H45 47.29300 8.07400 9.38200
H46 46.35100 10.67300 8.68400
C44 50.32700 6.43000 6.00600
O16 49.52700 7.25900 6.77300
H47 49.53600 5.97900 5.27300
H48 50.73600 5.53900 6.51000
H49 51.23900 6.91300 5.50000
H50 50.08700 7.26900 7.62000
C45 54.17100 14.79900 7.85400
O17 54.14000 13.57300 8.49800
H51 53.41700 14.86200 6.94700
H52 55.09800 14.95600 7.41400
H53 53.90400 15.84500 8.25100
H54 54.96700 13.34900 8.75200

## Properties
* LUMO energy: 0.18 eV
* HOMO-LUMO gap: 7.868 eV
* spin multiplicity: 1
* HOMO: -0.2825 Ha
* SMILES string: Oc1ccc(O)cc1.Oc1ccc(O)cc1.Oc1ccc(O)cc1.Oc1ccc(O)cc1.Oc1ccc(O)cc1.Oc1ccc(O)cc1.Oc1ccc(O)cc1.CO.CO.CO
* calculated total energy: -3025.80327 Eh
* largest force on an atom: 0.1733 Eh/bohr